{"formula": "C5H8N4O", "method": "the ωB97M-V functional and the def2-TZVPD basis", "e_lumo_ev": 0.3, "e_above_lowest_kj_mol": 291.05, "orbital_gap_ev": 9.839, "charge": 0, "total_energy_ev": -13320.466, "smiles": "N#CC/N=C1/CN=CN1.O", "symbols": ["N", "C", "C", "N", "C", "C", "N", "C", "N", "H", "H", "H", "H", "H", "H", "O", "H", "H"], "xyz": [[-0.40276, -3.54123, 0.32496], [-0.78741, -2.41708, 0.33034], [-0.69899, -0.94706, 0.50361], [0.55528, -0.41576, 0.03008], [0.74751, 0.84209, 0.11157], [2.04425, 1.56478, -0.20769], [1.79158, 2.97737, 0.05366], [0.58307, 3.05111, 0.46026], [-0.09580, 1.84655, 0.54068], [-1.56395, -0.51287, -0.03226], [-0.86358, -0.74294, 1.57831], [2.86771, 1.19120, 0.41885], [2.33422, 1.40509, -1.25675], [0.09852, 3.96279, 0.81542], [-1.04935, 1.77161, 0.89775], [-2.23936, -3.33139, -1.46621], [-1.86288, -2.66760, -2.05358], [-1.45804, -4.03667, -1.04900]]}